Here is a molecular structure, Ca3H4NO5 at a distorted geometry from the OMol25 dataset. Energies are from ωB97M-V/def2-TZVPD.

The geometry in XYZ format:
```
13
Properties=species:S:1:pos:R:3
Ca -3.45641 0.24784 -2.13444
Ca -0.83686 4.23353 -0.75760
Ca 0.06154 -1.41236 2.41241
N -0.69891 0.66137 -0.18277
O -0.57563 1.85674 -0.42732
O -1.52245 -0.04258 -0.76353
O 0.09117 0.14131 0.60497
O 2.95921 1.17348 0.41964
H 2.03966 0.93178 0.53029
H 3.25696 0.65037 -0.32462
O -0.32296 -2.67908 0.55528
H -0.71602 -3.52933 0.35821
H -0.27930 -2.23306 -0.29053
```

Results
2S+1	2
<S²>	0.756
net charge	+4
Kohn-Sham gap (spin up / spin down)	4.27 / 6.97	eV
electronic energy	-67063.7416	eV
lowest unoccupied orbital energy (spin up / spin down)	-14.47 / -14.54	eV

Atom charges from the Löwdin analysis, given in e for atoms 1 to 2:
1. Ca 1.707
2. Ca 1.764

Here is 2 unconnected molecules or ions with the total composition C21H31N3O8 at a distorted geometry from the OMol25 dataset. Energies are from ωB97M-V/def2-TZVPD.

The geometry in XYZ format:
```
63
Properties=species:S:1:pos:R:3
O -0.89132 3.44473 3.25786
O 1.31833 0.06667 5.84439
O -2.20998 -1.20149 -5.68230
O 1.26071 1.57384 -4.06738
O -0.11292 -0.20808 -4.26022
O 3.22694 -0.03090 -2.68066
O -0.00064 -3.66867 -2.93801
O 2.15623 -2.57011 -1.53367
C 0.18911 3.32078 3.81690
C 0.31424 -0.07131 5.15219
C 0.82985 1.87880 0.77642
C 0.25217 0.80114 1.35366
C -2.73594 -0.74577 -0.58840
C -2.73485 0.17008 -1.65574
C -1.80277 -0.62372 0.46005
C -1.78429 1.20275 -1.69132
C -0.84165 0.41273 0.46280
C -0.85915 1.31211 -0.64519
N 0.17653 2.18521 -0.40041
N -0.57021 -1.02629 5.45766
N 0.71774 2.14498 4.14940
C 1.77615 -2.02277 -0.26217
C 0.99750 4.54489 4.18144
C -1.82833 -1.32256 4.77211
C -1.77847 -1.95583 -4.54610
C 1.25632 0.15407 -4.07976
C -0.30420 -1.64020 -4.27976
C 1.83722 -0.38957 -2.76452
C 0.15886 -2.24665 -2.94232
C 1.64675 -1.91910 -2.72278
C 0.66493 0.18550 2.65695
C 0.08993 0.83546 3.92760
H -1.90588 -0.28306 -5.56624
H 0.65927 1.87199 -4.76975
H 3.31731 0.93079 -2.80730
H 0.52865 -4.04073 -2.20675
H 1.66297 2.42906 1.19454
H -3.46568 -1.54410 -0.57144
H -3.46434 0.07823 -2.44897
H -1.81981 -1.33069 1.27436
H -1.76207 1.90120 -2.51336
H 0.41739 2.97186 -0.98566
H -0.33703 -1.57412 6.27282
H 1.58629 2.14027 4.66304
H 2.08672 -2.70365 0.53568
H 2.26372 -1.05795 -0.09231
H 0.69398 -1.89136 -0.19336
H 1.89184 4.58159 3.56301
H 0.39213 5.43333 4.00616
H 1.27353 4.49645 5.23337
H -2.51875 -0.48248 4.87475
H -1.64983 -1.51335 3.71332
H -2.28715 -2.20926 5.21310
H -1.91123 -3.02692 -4.73090
H -2.38142 -1.69101 -3.67388
H 1.85028 -0.21853 -4.92166
H 0.28498 -2.07924 -5.09279
H 1.28515 0.06468 -1.93758
H -0.43904 -1.81352 -2.13424
H 2.20797 -2.33484 -3.56634
H 1.75451 0.18877 2.71729
H 0.35367 -0.85866 2.63072
H -0.98296 0.97455 3.79168
```

Results
2S+1	1
SMILES	CO[C@@H]1[C@@H](O)[C@H](O)O[C@H](CO)[C@H]1O.CNC(=O)[C@H](Cc1c[nH]c2ccccc12)NC(C)=O
Kohn-Sham gap	8.53	eV
electronic energy	-43130.7383	eV
lowest unoccupied orbital energy	0.41	eV

Atom charges from the Löwdin analysis, given in e for atoms 1 to 2:
1. O 0.042
2. O 0.044

Here is a gas-phase ion, C4H13N3 (charge +2) at a distorted geometry from the OMol25 dataset. Energies are from ωB97M-V/def2-TZVPD.

The geometry in XYZ format:
```
20
Properties=species:S:1:pos:R:3
C -1.66365 -1.11912 0.53763
C -0.86410 -0.00478 -0.20862
C 0.63880 -0.32368 -0.04690
N 2.55207 2.00508 -0.60252
C 2.10368 1.21485 -1.57233
N 1.29434 0.18114 -1.43433
N -2.10772 -1.02505 1.96371
H -2.64482 -1.30588 -0.04230
H -1.03987 -1.98335 0.46395
H -0.99365 -0.16445 -1.29714
H -1.28037 0.95074 0.17908
H 0.89086 -1.39553 -0.05932
H 1.22464 0.28229 0.65570
H 3.29516 2.63088 -0.87053
H 1.84715 2.08945 0.11147
H 2.57457 1.19191 -2.58217
H 0.88761 -0.17918 -2.28337
H -2.55417 -1.93740 2.21753
H -2.75529 -0.22551 2.15344
H -1.40522 -0.88241 2.71700
```

Results
energy relative to the best compared isomer or geometry (same formula, charge and spin)	34.2	kcal/mol
2S+1	1
SMILES	N/C=[NH+]\CCC[NH3+]
net charge	+2
Kohn-Sham gap	11.74	eV
electronic energy	-8812.0948	eV
lowest unoccupied orbital energy	-6.85	eV

Atom charges from the Löwdin analysis, given in e for atoms 1 to 2:
1. C -0.150
2. C -0.133

Here is a molecular structure, C44H67BrI2N2O13S at a distorted geometry from the OMol25 dataset. Energies are from ωB97M-V/def2-TZVPD.

The geometry in XYZ format:
```
130
Properties=species:S:1:pos:R:3
C 0.09153 3.13978 2.40231
C -0.26809 3.92071 1.11982
C -1.09872 3.11270 0.13962
O -0.32088 2.16480 -0.62439
C -1.08945 1.91627 -1.79722
C -0.70536 0.68472 -2.59596
C -0.63336 0.88420 -3.96212
C -0.32192 -0.10263 -4.85310
C -0.20665 0.16827 -6.32781
I -1.81292 -0.17769 -7.66207
C 0.97184 0.62253 -6.75220
C 2.13788 0.85940 -5.80004
I 1.39751 1.06631 -8.78548
C -0.05986 -1.39882 -4.39985
C 0.27818 -2.55882 -5.29856
C -0.81510 -3.67795 -5.31189
N -2.17193 -3.20739 -5.58791
C -0.12082 -1.59259 -3.03305
C -0.43659 -0.59069 -2.11794
N -0.47744 -0.90390 -0.73342
C 0.68305 -1.54743 -0.24639
C 1.38661 -1.13223 0.86420
C 2.52381 -1.79956 1.26397
C 3.02463 -2.90429 0.61929
C 4.31000 -3.53523 1.13337
O 5.27487 -3.72963 0.07703
C 6.06078 -4.85038 0.31925
C 5.62298 -6.22009 -0.17976
O 7.10802 -4.73703 0.92532
C 2.29359 -3.33208 -0.47999
Br 2.81073 -4.86240 -1.50930
C 1.16588 -2.67786 -0.89821
S 0.23595 -3.19196 -2.32238
H 0.97221 3.55529 2.90045
H -0.75385 3.17264 3.09733
H 0.23955 2.08518 2.14368
H -0.89837 4.76011 1.45142
H 0.61106 4.38349 0.65706
H -1.52926 3.82703 -0.57136
H -1.92381 2.61900 0.67806
H -0.91625 2.77228 -2.46883
H -2.15990 1.89849 -1.53354
H -0.82805 1.87924 -4.36144
H 1.92753 1.72698 -5.16637
H 2.35888 -0.03397 -5.20716
H 3.05338 1.09596 -6.35138
H 0.39964 -2.25027 -6.34400
H 1.21671 -3.06191 -5.02093
H -0.83728 -4.23587 -4.36983
H -0.55792 -4.41135 -6.08855
H -2.56476 -2.74163 -4.77994
H -2.14061 -2.59288 -6.38994
H -0.75435 -0.11394 -0.16339
H 1.04884 -0.25875 1.41906
H 3.09126 -1.44485 2.12271
H 4.76880 -2.78295 1.79056
H 4.15056 -4.45267 1.71526
H 5.42476 -6.19801 -1.25615
H 4.65332 -6.42870 0.29078
H 6.36806 -6.98349 0.03235
O 2.94634 5.18287 -8.47942
C 2.83615 5.35408 -9.66070
O 3.41975 4.48712 -10.51231
C 3.18872 4.47866 -11.92204
C 4.10965 5.44167 -12.64262
C 2.13700 6.57184 -10.21759
H 2.13677 4.66250 -12.14714
H 3.40221 3.46148 -12.24910
H 3.93185 6.47263 -12.33483
H 3.96591 5.37455 -13.72171
H 5.15045 5.21328 -12.41177
H 2.84878 7.39417 -10.28010
H 1.33690 6.84627 -9.53386
H 1.67651 6.41058 -11.18995
O -0.14135 1.17864 4.89297
C 0.80154 1.28356 5.62735
O 1.25695 2.51230 5.95634
C 2.24078 2.73991 6.96538
C 3.64489 2.61912 6.41017
C 1.54039 0.06404 6.09569
H 2.07704 2.08820 7.82512
H 2.07522 3.75927 7.31373
H 3.84454 1.61191 6.04333
H 4.38260 2.85961 7.17691
H 3.77835 3.29945 5.56839
H 2.27665 -0.20321 5.34186
H 0.82784 -0.74381 6.19457
H 2.02679 0.17391 7.06524
O 1.07207 -2.06624 4.43241
C 0.81324 -3.24031 4.44178
O -0.25648 -3.67968 5.11924
C -0.75683 -5.01999 5.02888
C -0.05340 -5.94073 6.00129
C 1.73822 -4.22431 3.78217
H -0.71251 -5.38476 4.00099
H -1.81074 -4.96174 5.29108
H 1.01177 -6.02152 5.77769
H -0.49058 -6.93852 5.96702
H -0.14025 -5.55404 7.01666
H 2.52731 -4.49303 4.48482
H 2.17787 -3.74284 2.91386
H 1.24888 -5.12571 3.41818
O -3.54749 -5.86978 6.96583
C -4.27100 -4.96137 6.65683
O -4.14247 -3.77849 7.28101
C -4.80395 -2.58180 6.85896
C -6.19522 -2.47838 7.44882
C -5.37978 -5.14669 5.64869
H -4.80576 -2.49959 5.77117
H -4.19064 -1.76149 7.22888
H -6.83780 -3.29042 7.10667
H -6.65917 -1.53149 7.17078
H -6.15049 -2.54193 8.53638
H -6.26445 -5.52687 6.15803
H -5.05250 -5.87827 4.91307
H -5.63248 -4.24233 5.09989
O -2.96310 5.62341 -0.41674
C -3.69867 5.56220 0.53039
O -3.85566 4.38615 1.16648
C -4.53959 4.24238 2.41508
C -6.03054 4.06677 2.21495
C -4.52001 6.75100 0.96661
H -4.30420 5.06935 3.08652
H -4.12645 3.34492 2.87455
H -6.47903 4.94437 1.74808
H -6.52689 3.89323 3.17031
H -6.22658 3.21900 1.55781
H -5.44622 6.77362 0.39357
H -3.95034 7.65330 0.75591
H -4.74621 6.76450 2.03043
```

Results
2S+1	1
Kohn-Sham gap	7.99	eV
electronic energy	-173390.7444	eV
lowest unoccupied orbital energy	0.15	eV

Atom charges from the Löwdin analysis, given in e for atoms 1 to 2:
1. C -0.098
2. C -0.214

Here is a single C4H7NO molecule at a distorted geometry from the OMol25 dataset. Energies are from ωB97M-V/def2-TZVPD.

The geometry in XYZ format:
```
13
Properties=species:S:1:pos:R:3
C -1.83088 1.51536 0.54884
N -1.25813 0.73691 -0.52275
C 2.00108 -1.69964 0.23687
C -0.13846 0.17113 -0.28231
C 0.58153 -0.57384 -1.26785
O 1.59688 -1.34031 -0.93701
H -2.86907 1.20099 0.70378
H -1.85274 2.57545 0.26913
H -1.28845 1.41867 1.50553
H 2.90813 -2.28205 0.25384
H 1.42602 -1.44617 1.11732
H 0.35449 0.27621 0.70116
H 0.36960 -0.55271 -2.32656
```

Results
energy relative to the best compared isomer or geometry (same formula, charge and spin)	103.2	kcal/mol
2S+1	1
Kohn-Sham gap (spin up / spin down)	7.75 / 7.95	eV
electronic energy	-7795.1680	eV
lowest unoccupied orbital energy (spin up / spin down)	0.00 / 0.31	eV

Atom charges from the Löwdin analysis, given in e for atoms 1 to 2:
1. C -0.155
2. N -0.029

Here is 2 unconnected molecules or ions with the total composition C7H16Br2N4O5P from the OMol25 dataset. Energies are from ωB97M-V/def2-TZVPD.

The geometry in XYZ format:
```
35
Properties=species:S:1:pos:R:3
N 0.34750 -4.05854 3.52983
C 0.24107 -2.98117 2.73776
N 0.31365 -1.75307 3.28634
Br -0.17854 -1.46771 5.05949
N 0.09055 -3.12787 1.42748
C 0.09922 -1.93379 0.58053
C 1.47504 -1.26695 0.61798
O 2.49091 -1.86987 0.54985
Br 1.38164 0.63941 0.79148
P -0.21922 -4.69798 0.44710
N 1.11129 -5.65836 0.83544
O -1.39297 -5.38427 1.28658
H 0.82719 -4.83655 3.09939
H 0.68983 -3.87599 4.46494
H -0.02857 -0.97961 2.72956
H -0.70908 -1.23409 0.79983
H -0.04489 -2.27980 -0.44826
H 2.01933 -5.21579 0.90580
H 1.01521 -6.42146 1.49180
H -1.21540 -5.86279 2.10582
C 1.60432 4.79569 -1.55681
C 1.03945 3.48595 -2.05644
O -0.37884 3.37648 -1.82351
C -1.14844 4.04664 -2.68840
O -0.75822 4.67039 -3.63957
O -2.41949 3.87055 -2.33573
C -3.36770 4.54857 -3.17457
H 1.35983 4.94172 -0.50396
H 2.68917 4.79201 -1.66350
H 1.20572 5.63079 -2.12951
H 1.44273 2.64029 -1.50264
H 1.24243 3.34415 -3.11700
H -3.21140 4.28346 -4.21731
H -3.27205 5.62598 -3.05704
H -4.34126 4.21354 -2.83279
```

Results
energy relative to the best compared isomer or geometry (same formula, charge and spin)	0.0	kcal/mol
2S+1	1
net charge	+1
Kohn-Sham gap	8.28	eV
electronic energy	-173084.6755	eV
lowest unoccupied orbital energy	-4.20	eV

Atom charges from the Löwdin analysis, given in e for atoms 1 to 2:
1. N 0.175
2. C -0.510

Here is a single C16H18N2O2S molecule from the OMol25 dataset. Energies are from ωB97M-V/def2-TZVPD.

The geometry in XYZ format:
```
39
Properties=species:S:1:pos:R:3
C -6.62335 -0.04543 0.40926
H -6.48496 0.98621 0.75048
O -5.53770 -0.86057 0.77070
C -4.30098 -0.54653 0.27834
C -4.01553 0.52816 -0.55444
C -2.72273 0.74792 -0.99097
C -1.66338 -0.07618 -0.60732
C -1.96748 -1.15878 0.22370
C -3.25771 -1.38925 0.65178
H -3.47952 -2.22721 1.29380
H -1.19881 -1.84017 0.55226
N -0.38603 0.16100 -1.11999
C 0.14799 1.50744 -1.08745
H 0.85049 1.61821 -1.92054
C 0.88988 1.77338 0.23300
N 1.93266 0.78347 0.39698
C 3.22776 1.16967 0.41575
O 3.55622 2.34251 0.48296
C 4.26823 0.11379 0.35593
C 5.35313 0.01122 1.17517
C 6.25046 -1.00617 0.78488
C 5.85422 -1.64517 -0.34443
S 4.36946 -1.02835 -0.94971
H 6.34095 -2.44209 -0.87045
H 7.15293 -1.24274 1.31900
H 5.49233 0.64274 2.03369
C 1.41963 -0.56509 0.39905
H 0.72260 -0.66092 1.24078
C 0.66813 -0.80666 -0.92176
H 1.38040 -0.69330 -1.74767
H 0.26083 -1.81589 -0.96279
H 2.22492 -1.28609 0.52859
H 0.18644 1.70432 1.07088
H 1.35745 2.75878 0.22872
H -0.64961 2.23768 -1.20367
H -2.54570 1.57315 -1.66346
H -4.79235 1.20035 -0.88369
H -6.78853 -0.04981 -0.67350
H -7.49269 -0.47358 0.90616
```

Results
energy relative to the best compared isomer or geometry (same formula, charge and spin)	48.9	kcal/mol
2S+1	1
SMILES	COc1ccc(N2CCN(C(=O)c3cccs3)CC2)cc1
Kohn-Sham gap	8.07	eV
electronic energy	-34794.0895	eV
lowest unoccupied orbital energy	0.66	eV

Atom charges from the Löwdin analysis, given in e for atoms 1 to 2:
1. C -0.098
2. H 0.094

Here is a single C3H3NO2 molecule at a distorted geometry from the OMol25 dataset. Energies are from ωB97M-V/def2-TZVPD.

The geometry in XYZ format:
```
9
Properties=species:S:1:pos:R:3
O 1.96515 0.29802 -0.24203
C 0.67805 -0.05334 -0.16293
N 0.27626 -1.26449 0.08011
O -1.11595 -1.14997 0.07431
C -1.45859 0.12299 -0.04693
C -0.35022 0.93713 -0.17124
H 2.47783 -0.52065 -0.21224
H -2.53012 0.29843 -0.06811
H 0.05761 1.33188 0.74907
```

Results
energy relative to the best compared isomer or geometry (same formula, charge and spin)	95.6	kcal/mol
2S+1	1
SMILES	Oc1ccon1
Kohn-Sham gap	10.24	eV
electronic energy	-8740.9854	eV
lowest unoccupied orbital energy	0.58	eV

Atom charges from the Löwdin analysis, given in e for atoms 1 to 2:
1. O 0.099
2. C -0.481